Entry 1:
The following is a DFT calculation (ωB97M-V/def2-TZVPD) of a molecular structure, C20H29FN8S3Sc.

Each line ends with the Mulliken charge.
Atoms and positions in Å:
Sc  -1.682  0.311  -0.707  0.033
C  3.516  0.379  -4.123  -0.822
C  2.533  -0.779  -4.221  -0.335
N  1.127  -0.389  -4.134  -0.135
C  0.493  -0.013  -3.015  0.211
S  -1.231  0.321  -3.204  -0.488
N  1.248  0.099  -1.930  -0.868
N  0.530  0.307  -0.786  1.511
C  1.166  0.744  0.241  0.673
C  2.586  1.210  0.202  -1.716
C  0.367  0.829  1.494  0.570
C  0.915  1.263  2.688  -0.881
C  0.099  1.370  3.805  -0.668
C  -1.243  1.041  3.702  -0.794
C  -1.715  0.607  2.477  -0.684
N  -0.930  0.494  1.407  0.603
H  4.529  0.015  -4.309  0.362
H  3.484  0.832  -3.136  0.066
H  3.289  1.145  -4.867  0.298
H  2.735  -1.522  -3.449  0.134
H  2.645  -1.267  -5.186  0.431
H  0.551  -0.479  -4.951  0.221
H  2.892  1.346  -0.829  0.102
H  3.265  0.497  0.675  0.297
H  2.684  2.160  0.730  0.538
H  1.965  1.516  2.745  0.557
H  0.509  1.715  4.746  0.459
H  -1.913  1.121  4.546  0.497
H  -2.754  0.336  2.329  0.660
F  -3.476  0.223  -0.300  -0.622
C  -5.161  2.488  -2.502  -1.063
N  -3.793  2.682  -2.019  -0.106
C  -3.348  2.954  -0.800  0.583
S  -1.624  2.992  -0.557  -0.429
N  -4.142  3.237  0.235  -0.156
C  -5.555  2.893  0.441  -0.940
H  -5.099  2.322  -3.574  0.364
H  -5.767  3.373  -2.333  0.340
H  -5.626  1.618  -2.048  0.331
H  -3.046  2.519  -2.676  0.262
H  -3.613  3.484  1.052  0.289
H  -6.226  3.524  -0.133  0.305
H  -5.770  3.051  1.494  0.354
H  -5.733  1.846  0.210  0.283
N  -0.692  -2.676  2.006  -0.266
C  -0.292  -2.624  0.740  0.375
S  -1.405  -2.378  -0.541  -0.331
N  1.002  -2.787  0.439  -0.078
C  2.131  -3.021  1.281  0.091
C  3.330  -2.434  0.891  -0.289
C  4.476  -2.630  1.644  -0.730
C  4.434  -3.416  2.790  -0.454
C  3.248  -4.033  3.151  -0.644
C  2.095  -3.853  2.394  -0.201
H  -1.674  -2.557  2.183  0.267
H  -0.049  -2.721  2.777  0.222
H  1.199  -2.599  -0.534  0.127
H  3.358  -1.834  -0.014  0.476
H  5.406  -2.172  1.331  0.404
H  5.329  -3.569  3.380  0.400
H  3.216  -4.687  4.014  0.393
H  1.210  -4.426  2.640  0.609

Calculated values
* net charge: +1
* ΔE to the lowest compared entry with this formula, charge and spin: 62.6 kJ/mol

=====

Entry 2:
The following is a DFT calculation (ωB97M-V/def2-TZVPD) of a molecular structure, C20H29N11O9PSSc.

Each line ends with the Mulliken charge.
Atoms and positions in Å:
Sc  0.004  0.592  -0.064  0.686
C  -2.737  -0.096  3.478  -1.736
C  -1.977  0.396  2.294  0.721
N  -0.992  -0.245  1.760  1.252
N  -0.662  -1.448  2.337  -1.630
C  0.589  -1.768  2.089  0.682
N  1.045  -2.907  2.620  -0.388
S  1.716  -0.840  1.127  -0.496
C  -2.277  1.722  1.698  0.584
C  -3.346  2.509  2.098  -0.838
C  -3.510  3.765  1.534  -0.665
C  -2.602  4.214  0.590  -1.077
C  -1.570  3.367  0.223  -0.167
N  -1.417  2.151  0.750  0.421
H  -2.092  -0.708  4.102  0.452
H  -3.566  -0.733  3.159  0.309
H  -3.138  0.726  4.063  0.487
H  0.439  -3.431  3.231  0.245
H  2.011  -3.171  2.538  0.212
H  -4.034  2.155  2.850  0.429
H  -4.332  4.395  1.845  0.483
H  -2.678  5.197  0.152  0.520
H  -0.826  3.665  -0.505  0.632
O  0.452  -1.628  -3.518  0.112
N  1.449  -1.193  -3.474  0.408
C  -2.478  0.279  -5.191  -0.973
N  -2.182  -0.258  -3.860  0.437
C  -2.580  -1.662  -3.713  -1.186
P  -2.232  0.665  -2.499  0.132
O  -1.322  0.006  -1.451  -0.734
N  -3.731  0.775  -1.861  0.420
C  -4.147  0.044  -0.663  -1.054
C  -4.846  1.022  -2.782  -1.048
N  -1.689  2.169  -2.861  1.088
C  -2.566  3.334  -2.997  -1.309
C  -0.401  2.336  -3.532  -1.198
H  -1.801  -0.150  -5.929  0.297
H  -2.365  1.360  -5.210  0.332
H  -3.502  0.035  -5.484  0.315
H  -2.032  -2.283  -4.423  0.392
H  -3.647  -1.787  -3.916  0.352
H  -2.367  -2.019  -2.706  0.317
H  -3.286  -0.228  -0.059  0.243
H  -4.682  -0.867  -0.945  0.332
H  -4.816  0.670  -0.071  0.332
H  -4.508  1.504  -3.698  0.341
H  -5.571  1.686  -2.310  0.349
H  -5.346  0.087  -3.044  0.328
H  -3.417  3.248  -2.328  0.418
H  -2.917  3.461  -4.025  0.272
H  -2.002  4.225  -2.721  0.416
H  0.246  1.483  -3.333  0.269
H  0.089  3.227  -3.132  0.345
H  -0.513  2.464  -4.611  0.299
O  7.273  2.421  -0.808  -0.590
N  7.014  1.289  -1.142  1.050
O  7.801  0.396  -1.341  -0.584
C  5.584  0.946  -1.253  -0.878
C  5.218  -0.355  -1.536  -0.632
C  3.877  -0.667  -1.663  0.057
C  2.821  0.286  -1.523  1.117
O  1.569  0.037  -1.732  -0.195
C  3.307  1.571  -1.129  0.025
C  4.642  1.923  -1.028  -0.525
N  2.361  2.614  -0.811  0.507
O  2.658  3.762  -0.903  -0.514
O  1.215  2.271  -0.405  -0.258
N  3.590  -2.094  -1.819  1.053
O  4.441  -2.887  -1.542  -0.534
O  2.450  -2.438  -2.166  -0.580
H  5.979  -1.116  -1.647  0.664
H  4.947  2.925  -0.759  0.656

Calculated values
* net charge: +2
* ΔE to the lowest compared entry with this formula, charge and spin: 54.0 kJ/mol

=====

Entry 3:
The following is a DFT calculation (ωB97M-V/def2-TZVPD) of a molecular structure, C20H29N2O19S.

Each line ends with the Mulliken charge.
Atoms and positions in Å:
N  -3.990  -0.532  -4.520  -0.505
C  -2.777  -0.587  -5.342  -0.458
S  -1.215  -0.085  -4.460  0.110
N  -1.472  1.336  -3.520  -0.176
C  -0.951  2.312  -4.165  0.743
O  -0.236  3.034  -4.725  -0.312
H  -4.646  0.188  -4.836  0.257
H  -3.796  -0.455  -3.516  0.313
H  -2.820  0.049  -6.279  0.375
H  -2.607  -1.673  -5.652  0.355
H  -0.858  -1.074  -3.525  0.238
C  -2.426  4.292  -0.894  -0.062
C  -3.831  4.250  -0.389  -0.505
O  -4.284  2.961  -0.801  -0.346
C  -3.181  2.181  -0.956  0.667
O  -3.211  0.997  -1.134  -0.538
O  -2.039  2.919  -0.883  -0.295
H  -1.772  4.885  -0.255  0.356
H  -2.361  4.669  -1.917  0.153
H  -3.887  4.310  0.701  0.338
H  -4.448  5.036  -0.819  0.258
C  1.032  -2.904  -0.201  0.117
C  0.798  -4.352  -0.497  -0.397
O  -0.522  -4.354  -1.042  -0.340
C  -0.755  -3.118  -1.537  0.575
O  -1.707  -2.830  -2.214  -0.574
O  0.219  -2.244  -1.178  -0.171
H  2.079  -2.619  -0.310  0.051
H  0.690  -2.618  0.792  0.283
H  1.490  -4.746  -1.246  0.266
H  0.853  -4.972  0.396  0.283
C  4.083  -2.999  4.424  -0.325
C  4.701  -3.143  3.067  -0.104
O  3.661  -3.754  2.306  -0.327
C  2.488  -3.451  2.918  0.686
O  1.406  -3.668  2.448  -0.616
O  2.693  -2.873  4.128  -0.322
H  4.447  -2.124  4.957  0.329
H  4.233  -3.882  5.049  0.253
H  4.950  -2.181  2.615  0.136
H  5.593  -3.769  3.080  0.343
C  -6.457  4.170  -4.615  -0.485
C  -5.445  3.142  -4.198  -0.068
O  -4.342  3.936  -3.775  -0.149
C  -4.838  5.158  -3.426  0.537
O  -4.205  6.011  -2.869  -0.538
O  -6.137  5.284  -3.789  -0.324
H  -7.482  3.840  -4.444  0.314
H  -6.350  4.464  -5.663  0.298
H  -5.787  2.535  -3.355  0.269
H  -5.158  2.483  -5.018  0.112
C  4.171  0.485  -2.018  -0.372
C  2.864  0.954  -1.445  -0.013
O  2.733  0.167  -0.268  -0.251
C  3.985  -0.220  0.100  0.574
O  4.249  -0.750  1.135  -0.549
O  4.896  0.077  -0.864  -0.328
H  4.701  1.274  -2.552  0.316
H  4.052  -0.375  -2.683  0.276
H  2.885  2.010  -1.164  0.279
H  2.026  0.784  -2.121  0.015
C  3.081  -1.284  9.074  -0.378
C  2.959  -1.291  7.577  -0.348
O  4.024  -2.145  7.174  -0.225
C  4.308  -2.960  8.230  0.579
O  5.034  -3.902  8.173  -0.515
O  3.654  -2.557  9.352  -0.320
H  2.117  -1.176  9.571  0.301
H  3.757  -0.505  9.436  0.261
H  2.013  -1.720  7.235  0.274
H  3.073  -0.297  7.144  0.348

Calculated values
* net charge: +1

=====

Entry 4:
The following is a DFT calculation (ωB97M-V/def2-TZVPD) of a single C20H29N3O5S molecule.

Each line ends with the Mulliken charge.
Atoms and positions in Å:
C  -6.107  -1.403  1.692  -1.120
C  -5.448  -1.928  0.424  -0.315
O  -4.223  -1.250  0.145  -0.342
C  -4.345  -0.050  -0.470  0.786
O  -5.400  0.444  -0.789  -0.657
N  -3.140  0.517  -0.720  0.148
C  -1.878  0.005  -0.240  -0.215
C  -1.278  0.992  0.773  -0.943
N  -1.187  2.304  0.180  0.180
C  -0.064  3.035  -0.020  0.391
O  -0.099  4.174  -0.446  -0.678
C  1.237  2.372  0.312  0.093
C  2.126  2.986  1.190  -0.889
C  3.354  2.412  1.450  -0.746
C  3.749  1.213  0.849  1.378
C  5.093  0.641  1.164  -1.952
C  2.856  0.626  -0.036  -0.386
S  3.050  -0.932  -0.915  1.475
O  4.273  -1.619  -0.594  -0.789
O  2.760  -0.704  -2.298  -0.741
N  1.730  -1.766  -0.261  0.613
C  1.380  -2.925  -1.065  -1.019
C  0.090  -3.548  -0.542  -0.255
C  0.258  -3.933  0.925  -0.910
C  0.697  -2.712  1.728  -0.381
C  1.966  -2.120  1.123  -0.807
C  1.628  1.199  -0.314  -0.026
C  -2.469  2.815  -0.263  -0.905
C  -3.068  1.847  -1.287  -0.897
H  -6.392  -0.363  1.554  0.305
H  -6.997  -1.987  1.907  0.394
H  -5.422  -1.477  2.534  0.285
H  -5.166  -2.978  0.530  0.327
H  -6.124  -1.806  -0.428  0.323
H  -2.040  -0.965  0.226  0.411
H  -1.195  -0.110  -1.089  -0.080
H  -0.297  0.650  1.100  0.470
H  -1.944  1.052  1.644  0.142
H  1.844  3.916  1.660  0.483
H  4.037  2.897  2.132  0.449
H  5.868  1.291  0.760  0.415
H  5.208  -0.346  0.730  0.404
H  5.236  0.587  2.243  0.374
H  1.268  -2.573  -2.091  0.506
H  2.192  -3.666  -1.037  0.370
H  -0.152  -4.426  -1.142  0.382
H  -0.723  -2.828  -0.641  0.005
H  -0.679  -4.328  1.322  0.393
H  1.018  -4.714  1.011  0.362
H  0.885  -2.984  2.768  0.387
H  -0.092  -1.958  1.705  -0.031
H  2.260  -1.207  1.649  0.378
H  2.795  -2.840  1.198  0.362
H  1.005  0.708  -1.045  0.549
H  -2.305  3.798  -0.706  0.445
H  -3.142  2.909  0.596  0.310
H  -4.078  2.150  -1.564  0.498
H  -2.436  1.818  -2.180  0.293

Calculated values
* ΔE to the lowest compared entry with this formula, charge and spin: 102.4 kJ/mol
* structure (SMILES): CCOC(=O)N1CCN(C(=O)c2ccc(C)c(S(=O)(=O)N3CCCCC3)c2)CC1

=====

Let's list max |F| in order: 0.97; 1.14; 2.44; 0.95 eV/Å.
Let's list HOMO energy in order: -10.6; -13.5; -12.5; -9.1 eV.